[1]
The following is a DFT calculation (ωB97M-V with the def2-TZVPD basis set) of 26 unconnected molecules or ions with the total composition H52O26 at a distorted geometry.

Output
**E**: -54083.830 eV
**HOMO-LUMO gap**: 10.968 eV
**Net charge**: 0
**HOMO**: -0.4046 hartree
**LUMO**: -0.042 eV

Structure (XYZ):
```
78
H52O26, DFT ωB97M-V with the def2-TZVPD basis set
O 9.682 15.396 9.847
H 10.031 14.506 9.600
H 8.785 15.346 9.484
O 8.736 15.221 12.450
H 9.102 15.539 11.637
H 9.516 15.224 13.029
O 10.977 13.722 13.709
H 11.822 13.273 13.657
H 10.457 12.902 13.734
O 13.784 9.163 12.728
H 13.607 9.874 12.083
H 14.681 9.201 12.961
O 7.497 13.689 8.442
H 8.268 13.825 7.853
H 6.719 14.166 8.108
O 11.848 9.495 16.518
H 11.510 9.124 17.340
H 11.541 8.862 15.837
O 13.175 6.989 10.488
H 13.499 7.838 10.846
H 13.092 6.973 9.516
O 16.186 12.259 10.213
H 15.710 12.231 11.023
H 15.874 11.498 9.757
O 7.599 14.311 15.141
H 6.738 13.885 14.972
H 7.747 14.969 14.451
O 9.970 11.158 14.226
H 10.511 10.331 14.397
H 9.661 11.371 15.114
O 11.087 8.663 13.845
H 11.938 8.571 13.504
H 10.519 8.130 13.265
O 11.555 7.102 7.939
H 11.158 7.950 7.678
H 10.889 6.451 7.766
O 10.926 9.696 7.896
H 11.160 9.645 8.822
H 9.962 9.972 7.930
O 10.743 10.211 11.019
H 10.122 10.825 11.441
H 10.634 9.306 11.347
O 8.604 12.399 11.815
H 8.997 11.946 12.610
H 9.010 13.286 11.942
O 14.050 12.942 12.910
H 14.032 12.433 13.701
H 14.130 13.881 12.925
O 5.783 12.121 15.055
H 4.858 12.330 15.050
H 5.937 12.233 14.092
O 9.174 12.499 16.371
H 9.988 12.880 16.759
H 8.658 13.302 16.082
O 6.838 9.469 10.928
H 6.496 10.350 11.219
H 6.868 9.068 11.823
O 6.915 9.198 13.936
H 7.552 9.937 14.053
H 6.197 9.528 14.529
O 8.499 10.402 8.676
H 7.694 10.475 8.165
H 8.184 10.269 9.590
O 13.861 11.055 14.796
H 13.588 10.336 14.193
H 13.684 10.663 15.639
O 13.287 11.093 11.198
H 12.406 10.951 10.882
H 13.415 11.976 11.548
O 5.883 12.368 12.200
H 6.775 12.706 11.953
H 5.272 12.985 11.746
O 10.393 13.009 8.396
H 10.115 12.260 8.901
H 11.287 12.806 8.110
O 10.524 7.572 11.423
H 9.870 7.336 10.724
H 11.421 7.179 11.166
```



[2]
The following is a DFT calculation (ωB97M-V with the def2-TZVPD basis set) of 27 unconnected molecules or ions with the total composition H54O27 at a distorted geometry.

Output
**E**: -56160.556 eV
**HOMO-LUMO gap**: 8.692 eV
**Net charge**: 0
**HOMO**: -0.3616 hartree
**LUMO**: -1.147 eV

Structure (XYZ):
```
81
H54O27, DFT ωB97M-V with the def2-TZVPD basis set
O 2.338 1.538 1.235
H 2.120 1.230 2.115
H 3.179 1.126 1.038
O -3.916 4.627 2.123
H -3.134 4.083 2.214
H -3.883 5.223 2.871
O -1.616 2.638 -0.772
H -2.286 2.653 -1.455
H -1.764 1.813 -0.309
O 0.214 -2.784 1.024
H -0.121 -2.101 0.442
H 1.032 -3.067 0.616
O -1.996 -4.540 -1.057
H -1.435 -4.090 -1.689
H -2.759 -4.813 -1.566
O 1.714 4.122 0.944
H 1.818 3.172 0.889
H 1.838 4.323 1.872
O -3.726 0.268 -3.825
H -2.941 -0.245 -3.634
H -4.267 0.179 -3.040
O -0.416 5.161 -0.593
H 0.340 4.900 -0.067
H -0.961 4.375 -0.636
O -1.324 0.297 2.444
H -1.036 -0.578 2.702
H -0.984 0.874 3.127
O 0.898 0.894 -2.367
H 0.330 0.594 -3.076
H 1.117 1.796 -2.601
O -2.239 -3.659 1.714
H -2.262 -4.169 0.904
H -1.363 -3.275 1.730
O -3.992 0.465 1.939
H -4.334 -0.283 2.427
H -3.044 0.424 2.069
O 2.837 0.975 3.957
H 2.708 0.903 4.903
H 3.759 1.212 3.858
O 1.514 -3.854 3.341
H 2.034 -3.248 3.869
H 1.129 -3.305 2.657
O -0.795 1.448 5.162
H -1.355 0.912 5.724
H -0.301 1.998 5.770
O 2.642 3.548 -2.098
H 2.578 3.035 -1.292
H 2.926 4.415 -1.807
O -1.064 4.122 2.657
H -0.833 4.190 1.731
H -0.230 3.966 3.101
O 1.491 3.428 3.679
H 2.113 2.729 3.877
H 0.931 3.478 4.454
O 3.305 -2.437 -4.407
H 3.608 -2.346 -3.503
H 4.036 -2.852 -4.864
O -4.851 -0.317 -1.092
H -4.593 -0.148 -0.186
H -5.027 -1.257 -1.120
O 3.871 2.641 -4.448
H 3.577 3.466 -4.835
H 3.474 2.631 -3.577
O 3.176 -3.906 0.480
H 3.642 -3.673 -0.323
H 3.809 -4.415 0.986
O -0.064 -5.652 0.298
H -0.671 -5.098 -0.194
H 0.113 -5.159 1.099
O -1.304 -1.505 -3.779
H -0.834 -2.015 -4.439
H -0.858 -1.708 -2.957
O 0.710 -2.022 -5.409
H 1.411 -2.271 -4.805
H 0.608 -2.781 -5.983
O -0.170 -0.152 -0.161
H -0.173 0.609 0.420
H 0.420 0.093 -0.873
O -0.294 -3.931 -3.123
H -0.741 -4.673 -3.530
H 0.598 -4.243 -2.968
```



[3]
The following is a DFT calculation (ωB97M-V with the def2-TZVPD basis set) of H5ISi2 in the gas phase at a distorted geometry.

Output
**SMILES**: [SiH3][SiH2]I
**E**: -23936.296 eV
**HOMO-LUMO gap**: 8.980 eV
**Net charge**: 0
**HOMO**: -0.3503 hartree
**LUMO**: -0.551 eV

Structure (XYZ):
```
8
H5ISi2, DFT ωB97M-V with the def2-TZVPD basis set
Si -0.959 -0.726 -0.376
Si 0.469 0.877 0.496
I 2.931 0.500 -0.429
H -2.441 -0.985 -0.276
H -0.861 -0.622 -1.795
H -0.157 -1.959 0.121
H 0.604 0.650 1.973
H 0.414 2.264 0.286
```



[4]
The following is a DFT calculation (ωB97M-V with the def2-TZVPD basis set) of 2 unconnected molecules or ions with the total composition H5N2O2P at a distorted geometry.

Output
**SMILES**: NP=O.NO
**E**: -16443.234 eV
**HOMO-LUMO gap**: 10.281 eV
**Net charge**: 0
**HOMO**: -0.3584 hartree
**LUMO**: 0.528 eV

Structure (XYZ):
```
10
H5N2O2P, DFT ωB97M-V with the def2-TZVPD basis set
N -1.391 1.038 -0.015
P -1.758 -0.367 0.787
O -2.404 -1.327 -0.201
H -0.576 1.670 0.333
H -1.477 1.214 -1.030
N 1.955 -0.366 0.255
O 0.791 -0.635 -0.424
H 2.316 0.534 0.208
H 1.623 -0.313 1.232
H 0.921 -1.449 -1.145
```



[5]
The following is a DFT calculation (ωB97M-V with the def2-TZVPD basis set) of H5N2O2PS in the gas phase at a distorted geometry.

Output
**SMILES**: NNP(O)(O)=S
**E**: -27281.576 eV
**HOMO-LUMO gap**: 9.138 eV
**Net charge**: 0
**HOMO**: -0.3161 hartree
**LUMO**: 0.536 eV

Structure (XYZ):
```
11
H5N2O2PS, DFT ωB97M-V with the def2-TZVPD basis set
N 1.649 -0.650 0.386
N 0.308 -0.964 0.474
P -0.790 0.263 -0.121
O -0.400 0.610 -1.588
O -0.284 1.417 0.815
S -2.666 -0.242 -0.057
H 1.866 0.291 0.671
H 2.233 -0.871 -0.475
H 0.143 -1.954 0.489
H -1.199 0.405 -2.106
H -0.860 1.695 1.511
```



[6]
The following is a DFT calculation (ωB97M-V with the def2-TZVPD basis set) of H5N2OP in the gas phase at a distorted geometry.

Output
**SMILES**: N=[P@@H](N)O
**E**: -14397.657 eV
**HOMO-LUMO gap**: 10.299 eV
**Net charge**: 0
**HOMO**: -0.3445 hartree
**LUMO**: 0.925 eV

Structure (XYZ):
```
9
H5N2OP, DFT ωB97M-V with the def2-TZVPD basis set
N -0.663 -1.385 -0.321
P -0.173 -0.090 0.401
N 1.119 0.627 -0.503
O -1.237 1.064 -0.064
H -0.387 -2.294 0.165
H -0.237 0.032 1.812
H 1.559 1.549 -0.266
H 1.813 -0.204 -0.472
H -1.794 0.702 -0.751
```



[7]
The following is a DFT calculation (ωB97M-V with the def2-TZVPD basis set) of 2 unconnected molecules or ions with the total composition H5N2OP at a distorted geometry.

Output
**E**: -14392.718 eV
**HOMO-LUMO gap (spin up / spin down)**: 9.025 / 7.932 eV
**Net charge**: 0
**HOMO (spin up / spin down)**: -0.2951 / -0.3405 hartree
**Multiplicity**: 3
**<S²>**: 2.01
**LUMO (spin up / spin down)**: 0.996 / -1.333 eV

Structure (XYZ):
```
9
H5N2OP, DFT ωB97M-V with the def2-TZVPD basis set
N -1.135 -1.190 0.111
N 1.759 -0.164 0.352
O -1.575 -0.070 -0.488
P -0.806 1.306 -0.272
H 0.800 -0.104 0.608
H -1.398 -2.037 -0.398
H 1.991 0.319 -0.473
H 2.419 -0.020 1.106
H -2.055 1.959 -0.546
```



[8]
The following is a DFT calculation (ωB97M-V with the def2-TZVPD basis set) of 2 unconnected molecules or ions with the total composition H5N2P at a distorted geometry.

Output
**E**: -12347.469 eV
**HOMO-LUMO gap (spin up / spin down)**: 7.470 / 7.985 eV
**Net charge**: 0
**HOMO (spin up / spin down)**: -0.2673 / -0.2842 hartree
**LUMO (spin up / spin down)**: 0.196 / 0.251 eV

Structure (XYZ):
```
8
H5N2P, DFT ωB97M-V with the def2-TZVPD basis set
N 1.377 0.081 0.450
N -1.147 -0.496 0.568
P 0.190 -0.729 -0.471
H 0.976 0.869 0.925
H 2.249 0.141 -0.058
H -1.964 -0.879 0.116
H -1.127 0.440 0.909
H -0.553 0.572 -2.439
```



[9]
The following is a DFT calculation (ωB97M-V with the def2-TZVPD basis set) of 2 unconnected molecules or ions with the total composition H5N2PS at a distorted geometry.

Output
**SMILES**: [H]/N=P/N.S
**E**: -23184.899 eV
**HOMO-LUMO gap**: 9.448 eV
**Net charge**: 0
**HOMO**: -0.3373 hartree
**LUMO**: 0.270 eV

Structure (XYZ):
```
9
H5N2PS, DFT ωB97M-V with the def2-TZVPD basis set
H 0.885 -1.789 0.647
N 0.710 -0.874 0.369
P 1.669 0.013 -0.467
N 1.296 1.643 -0.063
H 1.971 2.286 -0.565
H 0.637 1.988 0.535
S -2.633 -0.633 -0.456
H -1.369 -0.992 -0.135
H -3.166 -1.642 0.134
```



[10]
The following is a DFT calculation (ωB97M-V with the def2-TZVPD basis set) of 2 unconnected molecules or ions with the total composition H5N2PS at a distorted geometry.

Output
**SMILES**: [H]/N=P/N.S
**E**: -23184.920 eV
**HOMO-LUMO gap**: 10.005 eV
**Net charge**: 0
**HOMO**: -0.3467 hartree
**LUMO**: 0.572 eV

Structure (XYZ):
```
9
H5N2PS, DFT ωB97M-V with the def2-TZVPD basis set
H -2.240 0.836 -2.744
N -2.218 0.857 -1.723
P -0.935 0.268 -1.039
N -1.494 0.098 0.483
H -0.854 0.130 1.307
H -2.541 0.431 0.603
S 4.018 -0.810 1.241
H 2.942 -1.337 1.831
H 3.323 -0.472 0.041
```



[11]
The following is a DFT calculation (ωB97M-V with the def2-TZVPD basis set) of 2 unconnected molecules or ions with the total composition H5N3Si at a distorted geometry.

Output
**E**: -12422.488 eV
**HOMO-LUMO gap (spin up / spin down)**: 8.200 / 8.102 eV
**Net charge**: 0
**HOMO (spin up / spin down)**: -0.3147 / -0.3118 hartree
**LUMO (spin up / spin down)**: -0.365 / -0.382 eV

Structure (XYZ):
```
9
H5N3Si, DFT ωB97M-V with the def2-TZVPD basis set
N -1.526 0.705 0.096
N 0.181 -0.568 0.157
N -2.442 -0.127 -0.053
Si 1.662 0.222 0.096
H -2.257 -1.132 -0.124
H -3.407 0.211 -0.098
H 1.716 1.613 0.529
H 2.472 -0.620 0.997
H 2.275 0.135 -1.244
```



[12]
The following is a DFT calculation (ωB97M-V with the def2-TZVPD basis set) of 3 unconnected molecules or ions with the total composition H5N4O at a distorted geometry.

Output
**E**: -8084.319 eV
**HOMO-LUMO gap**: 7.827 eV
**Net charge**: -1
**HOMO**: -0.1065 hartree
**LUMO**: 4.929 eV

Structure (XYZ):
```
10
H5N4O, DFT ωB97M-V with the def2-TZVPD basis set
N 0.463 -1.282 0.834
N -0.131 1.703 -0.697
N -0.153 -0.363 -0.025
N 0.384 0.835 0.079
O 1.366 1.053 0.869
H -0.053 -1.462 1.769
H 1.275 -0.839 1.089
H 0.108 2.682 -0.640
H -1.962 -1.402 -1.876
H -1.298 -0.924 -1.401
```



[13]
The following is a DFT calculation (ωB97M-V with the def2-TZVPD basis set) of 2 unconnected molecules or ions with the total composition H5NO at a distorted geometry.

Output
**SMILES**: N.O
**E**: -3618.480 eV
**HOMO-LUMO gap**: 11.034 eV
**Net charge**: 0
**HOMO**: -0.3813 hartree
**LUMO**: 0.657 eV

Structure (XYZ):
```
7
H5NO, DFT ωB97M-V with the def2-TZVPD basis set
N 1.538 0.012 -0.379
H 0.554 -0.273 -0.200
H 1.994 -0.611 0.308
H 1.630 0.967 0.073
O -1.913 0.080 -0.353
H -2.211 -0.775 0.116
H -1.593 0.601 0.435
```



[14]
The following is a DFT calculation (ωB97M-V with the def2-TZVPD basis set) of 2 unconnected molecules or ions with the total composition H5NO at a distorted geometry.

Output
**SMILES**: N.O
**E**: -3618.476 eV
**HOMO-LUMO gap**: 10.718 eV
**Net charge**: 0
**HOMO**: -0.3588 hartree
**LUMO**: 0.956 eV

Structure (XYZ):
```
7
H5NO, DFT ωB97M-V with the def2-TZVPD basis set
N 0.000 0.000 0.000
H 0.405 -0.435 -0.835
H 0.590 -0.270 0.793
H 0.100 1.014 -0.114
O -1.799 1.694 -0.845
H -1.473 1.150 -1.598
H -2.680 2.019 -1.138
```



[15]
The following is a DFT calculation (ωB97M-V with the def2-TZVPD basis set) of 2 unconnected molecules or ions with the total composition H5NO at a distorted geometry.

Output
**SMILES**: N.O
**E**: -3618.649 eV
**HOMO-LUMO gap**: 11.279 eV
**Net charge**: 0
**HOMO**: -0.3763 hartree
**LUMO**: 1.039 eV

Structure (XYZ):
```
7
H5NO, DFT ωB97M-V with the def2-TZVPD basis set
N -1.989 1.984 0.028
H -2.163 2.450 0.924
H -2.627 1.183 -0.021
H -2.275 2.638 -0.708
O 3.355 -2.562 -0.182
H 3.216 -3.531 -0.077
H 2.483 -2.162 0.037
```



[16]
The following is a DFT calculation (ωB97M-V with the def2-TZVPD basis set) of 2 unconnected molecules or ions with the total composition H5NO at a distorted geometry.

Output
**SMILES**: N.O
**E**: -3618.578 eV
**HOMO-LUMO gap**: 11.604 eV
**Net charge**: 0
**HOMO**: -0.3917 hartree
**LUMO**: 0.946 eV

Structure (XYZ):
```
7
H5NO, DFT ωB97M-V with the def2-TZVPD basis set
N 1.170 -0.128 -0.190
H 1.487 0.813 0.000
H 0.864 -0.445 0.746
H 2.022 -0.704 -0.303
O -1.817 -0.250 -0.120
H -2.653 0.318 -0.133
H -1.074 0.396 0.000
```



[17]
The following is a DFT calculation (ωB97M-V with the def2-TZVPD basis set) of 2 unconnected molecules or ions with the total composition H5NO at a distorted geometry.

Output
**SMILES**: N.O
**E**: -3618.554 eV
**HOMO-LUMO gap**: 11.469 eV
**Net charge**: 0
**HOMO**: -0.3873 hartree
**LUMO**: 0.931 eV

Structure (XYZ):
```
7
H5NO, DFT ωB97M-V with the def2-TZVPD basis set
N -1.286 0.006 -0.048
H -1.637 0.885 0.301
H -2.161 -0.401 -0.394
H -1.109 -0.688 0.719
O 1.421 -0.057 -0.112
H 1.909 0.104 0.703
H 0.631 0.511 -0.101
```



[18]
The following is a DFT calculation (ωB97M-V with the def2-TZVPD basis set) of H5NP4 in the gas phase at a distorted geometry.

Output
**SMILES**: [PH2]#P=N[PH]#[PH2]
**E**: -38723.896 eV
**HOMO-LUMO gap**: 7.695 eV
**Net charge**: 0
**HOMO**: -0.3097 hartree
**LUMO**: -0.732 eV

Structure (XYZ):
```
10
H5NP4, DFT ωB97M-V with the def2-TZVPD basis set
P -2.795 0.715 -0.383
P -1.664 -0.984 0.476
N -0.257 -0.609 -0.183
P 1.360 -1.113 -0.349
P 2.579 0.691 0.029
H -2.468 1.152 0.888
H -3.956 0.161 0.143
H 1.428 -1.433 1.128
H 2.020 1.123 -1.167
H 3.753 0.298 -0.582
```



[19]
The following is a DFT calculation (ωB97M-V with the def2-TZVPD basis set) of 2 unconnected molecules or ions with the total composition H5NS.

Output
**SMILES**: N.S
**E**: -12406.321 eV
**HOMO-LUMO gap**: 10.580 eV
**Net charge**: 0
**HOMO**: -0.3610 hartree
**LUMO**: 0.758 eV

Structure (XYZ):
```
7
H5NS, DFT ωB97M-V with the def2-TZVPD basis set
N -1.716 -0.314 -0.180
H -0.855 -0.192 -0.708
H -1.498 -0.975 0.569
H -1.833 0.550 0.353
S 1.837 0.037 -0.557
H 1.565 -0.251 0.722
H 2.500 1.145 -0.199
```



[20]
The following is a DFT calculation (ωB97M-V with the def2-TZVPD basis set) of 3 unconnected molecules or ions with the total composition H5O3.

Output
**E**: -6224.592 eV
**HOMO-LUMO gap**: 9.020 eV
**Net charge**: -1
**HOMO**: -0.1517 hartree
**LUMO**: 4.891 eV

Structure (XYZ):
```
8
H5O3, DFT ωB97M-V with the def2-TZVPD basis set
O -1.298 1.848 0.841
H -1.426 1.473 1.716
O 0.804 -2.187 -0.602
H 0.625 -1.186 -0.362
H 0.180 -2.275 -1.328
O 0.408 0.333 -0.402
H -0.588 1.287 0.363
H 1.295 0.707 -0.226
```